# C42H86B2F3N5O25PS

7 unconnected molecules or ions with the total composition C42H86B2F3N5O25PS at a distorted geometry (ωB97M-V/def2-TZVPD, the OMol25 dataset).

Calculated values
charge = +1
maximum force = 9.24 eV/A
LUMO energy = -2.08 eV
HOMO-LUMO gap = 9.0 eV

The geometry in XYZ format:
```
165
Properties=species:S:1:pos:R:3:forces:R:3:lowdin_charge:R:1
C 0.644983 -0.696340 1.446591 -0.23 0.47 1.10 -0.0445
N 1.035536 0.009636 2.676452 0.51 -0.12 -0.44 -0.0665
C 1.867922 1.151979 2.481390 -0.31 -0.79 -0.53 -0.2381
N 1.194397 2.384289 3.009520 -0.43 0.77 -0.06 -0.0694
P 0.718619 1.922447 4.723045 2.92 -2.66 1.01 0.2367
O 0.457154 3.168843 5.563289 -0.71 2.22 0.35 -0.1210
O -0.605404 1.146513 4.656460 -1.84 0.17 -1.01 -0.1116
S 2.080518 0.906558 5.634220 0.49 -0.01 -0.46 0.4901
C 2.120563 3.606969 3.161584 -0.23 -0.24 -0.62 -0.1646
C 3.340353 3.721455 2.249458 0.28 0.11 0.59 -0.0747
C 4.683983 3.678967 2.978955 -0.21 -0.03 -0.97 -0.0589
C 4.887162 2.639661 3.952929 -2.33 5.25 -0.57 -0.3296
F 4.520679 2.931040 5.150526 -1.51 1.23 3.96 0.1125
C 5.411358 1.541375 3.783604 0.26 0.78 -1.97 -0.5971
F 5.905870 1.245101 2.702053 2.73 -2.04 -6.18 0.2638
F 5.502385 0.681384 4.598037 0.90 -6.59 6.41 0.3315
C 1.386052 4.938421 3.221915 -1.16 0.73 0.45 -0.2633
C 2.002518 5.719380 4.370251 0.65 0.48 -0.80 0.0103
B 3.242161 6.601507 3.935330 -1.22 -0.90 1.01 -0.7624
O 3.252858 7.297561 2.801514 -0.47 0.27 -1.65 0.2213
O 4.295567 6.647026 4.744223 1.77 0.08 0.41 0.2245
N -0.058682 4.900075 3.370004 -0.16 -1.19 -0.66 -0.0798
C -0.668286 6.191916 3.181779 -0.12 0.16 1.23 -0.1301
C -1.263132 6.801761 4.451631 0.92 0.78 -0.52 -0.2262
O -0.961570 8.177623 4.505552 -0.34 0.64 -0.01 -0.0403
C -0.809848 3.894477 2.601885 -0.05 0.12 1.60 -0.1055
B -2.127082 3.530857 3.465812 0.32 -0.59 -0.67 -0.6171
O -2.135824 3.784475 4.802639 0.72 0.46 0.82 0.1495
N -3.265571 2.926406 2.877705 0.14 0.85 0.53 -0.0639
C -4.157485 2.363004 3.874021 -0.40 0.18 -0.81 -0.0571
C -4.010273 3.837358 2.005813 0.11 -1.63 -0.65 -0.0454
C -0.047390 2.650221 2.161810 -0.80 0.64 -0.45 -0.1978
N 0.172411 2.557149 0.750778 1.62 0.39 1.18 -0.0534
C 0.874514 3.632516 0.059090 -0.40 -1.01 -0.23 0.0146
C -0.878783 1.984768 0.023403 4.68 -0.79 -2.56 -0.5490
C -0.483461 1.226721 -1.198763 1.54 0.28 0.69 0.0282
O -1.974818 2.105389 0.303155 -6.61 0.58 2.42 0.2158
H 1.397433 -0.722857 0.692843 0.66 0.23 -0.74 0.0802
H -0.277359 -0.297027 1.101272 -0.68 0.39 -0.63 0.0654
H 0.443442 -1.697438 1.719013 -0.25 -1.15 0.29 0.0864
H 1.583396 -0.618305 3.227642 -0.08 -0.46 0.68 0.0870
H 2.097383 1.250115 1.455796 -0.20 0.81 -1.30 0.1152
H 2.813813 1.010744 2.918839 1.00 0.32 1.24 0.0871
H 1.180299 3.237440 6.198810 0.13 0.16 0.30 0.0857
H -0.941313 1.120070 5.563111 -0.51 -0.14 0.14 0.1228
H 2.544897 3.486868 4.124215 0.20 -0.58 1.02 0.0847
H 3.316778 4.692087 1.825869 -0.29 1.01 -0.66 0.1070
H 3.374714 3.082825 1.403619 -0.18 -0.97 -0.56 0.1049
H 4.923389 4.601512 3.447769 0.01 1.01 0.43 0.1131
H 5.431529 3.552103 2.239542 0.80 0.05 -0.96 0.1316
H 1.588192 5.560554 2.371887 0.44 -0.03 -1.13 0.1187
H 2.241484 5.100608 5.207418 0.12 -0.50 0.68 0.1053
H 1.306676 6.431862 4.742300 -0.84 0.65 0.34 0.1031
H 4.104778 7.170004 2.385347 0.49 0.77 -0.23 0.1246
H 4.309456 5.860845 5.280057 0.19 -0.16 0.86 0.0985
H -1.447224 6.202693 2.445240 -0.33 -0.32 -0.74 0.1276
H 0.054236 6.906729 2.859577 0.75 0.60 -0.52 0.1253
H -0.858291 6.332722 5.319586 -0.03 -0.80 0.70 0.1146
H -2.322241 6.776710 4.411711 -1.11 -0.29 0.31 0.1118
H -0.030924 8.273408 4.702609 0.29 0.20 0.07 0.0771
H -1.219472 4.292092 1.696110 -0.02 0.44 -0.95 0.1239
H -2.751811 4.501358 4.964423 -0.45 -0.10 0.58 0.1193
H -4.885259 1.741040 3.397472 -0.52 -0.49 -0.41 0.0953
H -4.695858 3.145070 4.374958 -0.45 0.44 0.59 0.0872
H -3.638801 1.777656 4.586550 0.59 -0.55 0.68 0.0751
H -3.396259 4.547778 1.505041 0.58 0.69 -0.21 0.0748
H -4.482713 3.258422 1.247601 -0.47 -0.43 -0.90 0.0830
H -4.812255 4.290082 2.538857 -0.52 0.85 0.67 0.0878
H -0.695572 1.839823 2.381251 -0.45 -1.03 0.17 0.1246
H 1.870916 3.350747 -0.157810 1.31 -0.04 0.05 0.0780
H 0.432575 3.760111 -0.895762 -0.58 0.25 -1.00 0.0951
H 0.814790 4.582950 0.535484 -0.04 0.66 0.71 0.0947
H 0.541539 0.941558 -1.074421 0.73 -0.28 -0.26 0.0762
H -1.054978 0.344715 -1.285334 -0.95 -0.78 -0.24 0.0756
H -0.544893 1.839449 -2.060283 -0.33 0.51 -1.00 0.0885
C 6.239851 -2.728563 -4.096872 -0.07 -0.14 0.26 -0.0490
C 5.879411 -1.264710 -3.991737 0.23 -0.15 -0.37 -0.1921
O 4.974421 -1.015577 -2.895238 -0.11 0.11 -0.24 0.0496
C 5.539714 -0.990939 -1.702870 -0.29 -0.06 0.09 -0.6075
O 6.703010 -1.136002 -1.452906 0.37 0.08 -0.09 0.1217
O 4.592359 -0.778167 -0.776846 -0.05 0.05 0.01 0.0035
C 5.128881 -0.813599 0.546354 -0.08 0.00 0.31 -0.0383
H 5.342445 -3.343072 -4.156304 -0.07 0.02 -0.12 0.0862
H 6.844965 -2.907310 -4.983658 0.01 0.03 -0.05 0.0877
H 6.800451 -3.058361 -3.225216 0.08 0.06 -0.01 0.0513
H 5.353771 -0.947285 -4.886031 -0.26 0.10 0.06 0.1224
H 6.763967 -0.637337 -3.894881 0.01 0.00 0.20 0.1251
H 5.967840 -0.132363 0.636234 0.12 -0.06 -0.01 0.0876
H 5.433284 -1.824474 0.810007 0.14 0.00 -0.02 0.1085
H 4.341241 -0.493683 1.225320 -0.18 0.00 -0.13 0.0722
C -8.775354 1.874487 -3.296692 0.28 0.10 -0.18 -0.0600
C -9.021578 2.332726 -1.880037 -0.36 -0.19 -0.20 -0.2038
O -7.815765 2.824338 -1.267839 -0.06 -0.18 0.19 0.0375
C -7.450652 4.050200 -1.616907 -0.01 -0.10 0.00 -0.6178
O -8.034726 4.787000 -2.362992 -0.04 0.14 -0.08 0.1341
O -6.303922 4.329210 -0.986967 0.15 0.10 0.09 -0.0081
C -5.749680 5.601837 -1.324496 0.13 0.10 0.04 -0.0396
H -7.963772 1.146791 -3.318437 -0.07 -0.12 0.02 0.0776
H -9.670651 1.414880 -3.711439 -0.04 -0.05 0.04 0.0843
H -8.485555 2.704106 -3.939999 -0.09 0.07 0.03 0.0765
H -9.341772 1.490499 -1.272135 0.18 0.00 0.18 0.1208
H -9.804755 3.086554 -1.828997 0.11 0.18 -0.02 0.1249
H -6.477860 6.396324 -1.188941 -0.09 0.00 -0.09 0.0979
H -5.385405 5.594306 -2.349666 -0.09 0.05 -0.07 0.0998
H -4.913170 5.768474 -0.651932 0.01 -0.14 0.08 0.0805
C 8.410224 -6.640356 2.647324 -0.11 0.01 -0.27 -0.0655
C 9.430787 -5.533833 2.801388 -0.16 -0.20 0.34 -0.2096
O 9.923746 -5.085146 1.530210 0.16 -0.05 0.15 0.0440
C 9.117401 -4.279389 0.850793 -0.06 -0.05 -0.03 -0.6165
O 8.036313 -3.883619 1.212577 -0.05 0.05 0.04 0.1103
O 9.703936 -3.988805 -0.304877 0.03 0.06 -0.15 0.0177
C 8.902612 -3.187970 -1.180523 0.11 0.07 -0.15 -0.0415
H 8.820351 -7.454287 2.050048 0.08 -0.06 0.08 0.0829
H 8.121189 -7.030392 3.622103 0.03 0.00 0.05 0.0801
H 7.515404 -6.282313 2.140147 -0.02 0.07 0.06 0.0723
H 10.298580 -5.903164 3.341195 0.18 0.04 -0.16 0.1226
H 9.028448 -4.694158 3.365509 -0.08 0.10 -0.13 0.1211
H 8.552767 -2.293986 -0.683730 -0.12 0.00 0.12 0.0730
H 8.060770 -3.770643 -1.548209 -0.10 0.02 0.11 0.0862
H 9.529091 -2.902881 -2.019950 0.17 -0.13 0.04 0.1004
C -6.762299 -2.994586 -2.801654 -0.02 -0.11 -0.35 -0.0661
C -7.893572 -2.644552 -1.864718 0.35 -0.08 0.22 -0.2125
O -9.087548 -2.304476 -2.579441 -0.02 0.24 0.12 0.0327
C -9.782984 -3.330672 -3.065481 0.06 0.02 -0.09 -0.6176
O -9.506666 -4.494045 -2.943241 0.02 -0.13 0.04 0.1282
O -10.830553 -2.841329 -3.722178 -0.14 0.03 -0.05 0.0075
C -11.631651 -3.830748 -4.377182 -0.17 -0.03 -0.09 -0.0333
H -6.602527 -2.192111 -3.522746 0.07 0.09 0.08 0.0814
H -5.839828 -3.155511 -2.244190 0.01 0.02 0.04 0.0823
H -6.984856 -3.898997 -3.366919 -0.02 -0.07 0.10 0.0744
H -7.630165 -1.760795 -1.287935 -0.19 0.15 -0.05 0.1193
H -8.093691 -3.448165 -1.158059 -0.11 -0.11 -0.09 0.1250
H -11.934342 -4.610469 -3.684687 0.10 -0.07 0.04 0.0960
H -11.086866 -4.260078 -5.214935 0.07 -0.09 0.04 0.0987
H -12.514589 -3.323033 -4.749694 0.03 0.17 0.03 0.0932
C 0.044137 -2.865276 -4.358426 -0.05 0.05 -0.30 -0.0509
C -1.102692 -2.549619 -3.430290 0.32 -0.12 0.08 -0.2033
O -2.291023 -2.220712 -4.166415 -0.10 0.06 0.21 0.0436
C -2.944367 -3.263974 -4.679139 0.18 0.00 -0.06 -0.5967
O -2.633740 -4.421858 -4.552382 -0.21 0.20 0.05 0.1024
O -3.980980 -2.809062 -5.366818 -0.25 0.04 -0.10 0.0109
C -4.727317 -3.822017 -6.054821 -0.18 -0.08 -0.08 -0.0275
H 0.198063 -2.045410 -5.062038 0.04 0.07 0.09 0.0852
H 0.955471 -3.022022 -3.790139 0.14 -0.05 0.07 0.0826
H -0.153656 -3.760613 -4.941721 0.01 -0.09 0.08 0.0642
H -0.865155 -1.672444 -2.832000 -0.20 0.17 -0.08 0.1040
H -1.297604 -3.369888 -2.740730 -0.12 -0.11 -0.10 0.1229
H -5.029225 -4.614255 -5.375535 0.12 -0.06 0.05 0.0933
H -4.140041 -4.227558 -6.875364 0.08 -0.09 0.05 0.1002
H -5.616588 -3.349102 -6.456684 0.04 0.23 0.04 0.0952
C 3.191833 -8.232424 -1.863443 -0.23 0.13 0.11 -0.0671
C 2.995884 -8.546543 -3.331062 0.37 0.02 0.15 -0.2106
O 1.606402 -8.661923 -3.669914 0.16 -0.21 -0.05 0.0430
C 0.949115 -7.515391 -3.801916 0.05 0.12 0.07 -0.6201
O 1.421539 -6.410685 -3.681174 0.05 0.07 0.00 0.1069
O -0.314293 -7.790151 -4.083131 -0.28 0.04 -0.05 0.0225
C -1.163155 -6.633138 -4.172015 -0.04 -0.22 0.02 -0.0461
H 2.673875 -8.965784 -1.245944 0.07 -0.11 0.00 0.0817
H 4.251277 -8.243738 -1.609441 0.03 -0.03 -0.03 0.0790
H 2.787638 -7.252067 -1.613808 0.06 0.04 -0.08 0.0711
H 3.438250 -9.511079 -3.565290 -0.18 -0.12 -0.08 0.1224
H 3.476629 -7.804063 -3.966233 -0.13 0.12 -0.01 0.1215
H -0.757470 -5.906623 -4.860379 0.16 0.06 -0.02 0.0708
H -1.294932 -6.192251 -3.188324 0.10 0.09 0.02 0.0962
H -2.124793 -6.965722 -4.540117 0.00 -0.21 -0.01 0.0944
```
Forces are in eV/Å.